No. 1
DFT (wB97M-V/def2-TZVPD) results for a molecular structure, C6H14ClN2O2Pd.

HOMO-LUMO gap (alpha / beta) in eV: 7.63 / 4.21
Multiplicity: 3
Total charge: +1
ΔE to the lowest compared entry with this formula, charge and spin in kJ/mol: 45.7

```
26
Properties=species:S:1:pos:R:3:forces:R:3
Pd 1.69192 -3.96231 -1.92944 -0.17 0.56 0.13
Cl 1.02986 -1.74356 -1.37554 0.22 -0.48 -0.12
O -1.65744 -0.88715 3.10900 -0.11 -0.02 0.31
O -0.46800 3.26790 -1.64053 -0.03 0.18 0.09
N 0.32239 -0.98773 2.02599 -0.14 0.14 0.01
N 0.28424 1.24618 -2.25397 0.02 -0.21 0.09
C -1.00921 -1.29462 2.17248 0.26 0.27 -0.28
C -0.22588 2.04328 -1.37887 0.02 0.01 -0.17
C -1.60948 -2.10436 1.04631 0.45 -0.14 0.01
C -0.56987 1.61416 0.01778 0.05 0.26 0.05
C 0.72666 1.61857 -3.60108 -0.09 -0.30 0.05
C 1.06512 -0.28134 3.05586 0.20 0.04 -0.11
H 0.25968 0.94764 -4.31789 -0.07 0.05 -0.01
H 1.90277 0.25234 2.60209 -0.08 -0.02 -0.04
H -1.47339 -1.57263 0.10355 -0.20 -0.03 -0.05
H 0.44146 2.64223 -3.81421 0.06 0.08 -0.03
H -1.65226 1.57871 0.12716 -0.01 -0.09 0.03
H -0.16574 2.34171 0.72083 -0.06 -0.01 0.03
H -0.10363 0.64642 0.19465 -0.11 -0.10 0.08
H 1.80359 1.48215 -3.65327 0.04 0.16 -0.03
H 0.80246 -1.25174 1.18246 0.00 -0.33 0.04
H -1.06791 -3.04801 0.94208 -0.09 0.01 0.02
H -2.65305 -2.30235 1.25332 -0.10 0.07 -0.02
H 1.48241 -0.96169 3.79998 -0.12 -0.01 0.04
H 0.42121 0.43686 3.55569 -0.08 -0.04 0.04
H 0.42212 0.27936 -1.94442 0.14 -0.04 -0.17
```
Positions in Å, forces in eV/Å.

***

No. 2
DFT (wB97M-V/def2-TZVPD) results for a single C4H7N3S molecule at a distorted geometry.

SMILES: C#C/C(=N\S)N(C)N
HOMO-LUMO gap in eV: 8.19
ΔE to the lowest compared entry with this formula, charge and spin in kJ/mol: 699.7

```
15
Properties=species:S:1:pos:R:3:forces:R:3
S 2.53057 -0.35779 -0.00456 -0.41 -2.24 1.08
N -1.65070 -1.86774 -0.11389 2.47 -2.48 2.09
N 0.87049 -0.77944 -0.16120 -1.64 1.91 1.76
N -1.41924 -0.47411 0.04098 0.74 2.18 -0.65
C -2.74085 0.36156 0.01931 0.51 -3.06 1.82
C -0.10165 0.09903 0.16488 0.45 -3.05 -3.60
C 0.07599 1.54158 -0.00665 -1.25 4.62 1.20
C 0.00672 2.80526 -0.01606 0.57 -6.75 -0.17
H -3.40259 -0.64972 -0.32587 0.97 3.59 1.30
H -0.94276 -2.44037 -0.79224 -1.71 2.57 1.95
H 0.13614 3.80184 -0.28472 0.04 1.13 -0.06
H -1.45188 -2.36072 0.91825 -0.55 1.58 -3.44
H -2.75061 0.71056 1.13403 -1.08 -0.87 -1.85
H 2.75858 -1.65358 0.63561 0.11 2.18 -1.08
H -2.88103 1.32108 -0.54221 0.79 -1.32 -0.34
```
Positions in Å, forces in eV/Å.

***

No. 3
DFT (wB97M-V/def2-TZVPD) results for a molecular structure, C3H4HgLiO4 at a distorted geometry.

HOMO-LUMO gap (alpha / beta) in eV: 4.83 / 5.17
Multiplicity: 3
Total charge: -1
ΔE to the lowest compared entry with this formula, charge and spin in kJ/mol: 0.0

```
13
Properties=species:S:1:pos:R:3:forces:R:3
Hg -3.97011 -0.03863 1.64666 -0.66 0.09 1.18
O -2.55053 -0.03619 -0.07985 1.57 -0.10 -1.66
O 1.03535 0.71557 0.17249 -2.01 0.01 1.60
O 3.28728 0.24325 -0.77263 0.55 1.96 0.05
O 1.89976 -1.34813 -1.00344 -2.00 -1.33 -0.40
C -0.28269 0.50639 0.59580 2.42 0.99 1.43
C 2.15734 -0.12994 -1.18089 2.29 -1.90 0.79
C -1.24669 0.02254 -0.49497 -0.88 -0.75 -1.83
Li 2.67952 -0.87959 0.85710 -0.62 0.89 -1.68
H -1.09883 0.70596 -1.36618 -0.24 -0.07 0.62
H -0.85782 -0.97802 -0.81025 -0.22 0.43 0.38
H -0.36306 -0.23321 1.42114 -0.03 -0.06 -0.18
H -0.68953 1.44999 1.01502 -0.16 -0.17 -0.30
```
Positions in Å, forces in eV/Å.

***

No. 4
DFT (wB97M-V/def2-TZVPD) results for a single C18H27NO5S molecule at a distorted geometry.

SMILES: CCOC(=O)C1(CCOC)CCN(C(=O)c2ccc(CSC)o2)CC1
HOMO-LUMO gap in eV: 9.21
ΔE to the lowest compared entry with this formula, charge and spin in kJ/mol: 20.7

```
52
Properties=species:S:1:pos:R:3:forces:R:3
S -4.99518 -2.20234 1.23937 -0.08 0.13 0.03
O 2.15748 0.36650 2.10424 0.09 -0.03 0.18
O -3.51255 0.80848 0.63769 0.04 -0.14 0.35
O 3.56449 1.27295 0.61673 0.13 0.07 -0.29
O -1.88188 3.07018 -1.58966 -0.21 -0.07 -0.14
O 3.87681 -2.72259 -0.93311 0.16 -0.02 0.06
N -0.81627 1.84270 -0.03151 0.10 0.15 0.08
C -6.01573 -2.41708 -0.24299 0.26 0.22 0.41
C -1.92027 2.19906 -0.72963 0.25 0.15 0.17
C 4.48334 1.60607 1.65928 0.29 0.02 0.50
C 2.44315 -0.73326 -1.09779 0.12 -0.24 0.19
C 0.27722 -0.34004 0.16926 0.14 0.26 0.31
C 1.35602 1.52628 -1.10042 -0.04 0.12 0.25
C -3.22136 1.56229 -0.44957 -0.88 0.33 -0.99
C -5.36713 0.96894 -0.58396 0.19 -0.21 0.65
C 3.54587 -3.37199 -2.13555 0.00 0.02 -0.01
C 1.61920 0.26435 -0.26205 0.01 -0.14 -0.30
C 2.81434 -2.01536 -0.33797 -0.10 0.23 -0.07
C 2.45098 0.62997 0.96626 -0.40 -0.12 -0.11
C 0.43691 2.49237 -0.35600 0.13 0.27 -0.43
C -4.80957 0.45384 0.55602 -0.72 0.20 -0.45
C -5.36194 -0.43185 1.60001 0.31 -0.62 -0.20
C -4.34532 1.69386 -1.22787 0.83 -0.03 0.32
C -0.63368 0.70032 0.83136 -0.10 -0.59 0.21
C 5.35428 0.41484 2.03056 -0.31 0.18 -0.18
H 4.40516 -3.98659 -2.39715 -0.06 -0.02 -0.08
H 3.92046 1.95254 2.53224 0.10 0.03 -0.17
H 2.29846 2.02069 -1.33524 0.00 -0.03 -0.07
H -1.58731 0.24131 1.07397 0.20 0.08 0.02
H -4.88982 -0.24430 2.56265 -0.11 0.07 0.05
H 0.90852 2.82375 0.57548 -0.02 0.04 0.01
H 0.21153 3.36020 -0.97824 0.10 -0.09 0.18
H 2.66551 -4.01393 -2.00851 0.00 -0.01 -0.02
H 3.35368 -2.66204 -2.94733 -0.01 -0.03 -0.01
H -5.87154 -3.43986 -0.57428 -0.02 -0.07 -0.07
H -4.40772 2.24308 -2.14401 0.08 0.16 -0.16
H -0.16851 1.04022 1.76217 -0.10 -0.04 -0.05
H -0.22354 -0.74936 -0.71068 0.00 -0.04 -0.05
H 1.93632 -2.67065 -0.24180 0.06 0.03 0.06
H -7.05996 -2.25065 0.00738 -0.12 -0.03 -0.09
H -5.68803 -1.72436 -1.01340 -0.05 -0.04 -0.13
H 0.87413 1.23748 -2.03686 0.01 -0.03 -0.04
H 1.87607 -0.98661 -1.99616 -0.03 0.09 -0.03
H 3.37123 -0.24651 -1.40556 -0.01 -0.02 -0.06
H -6.44295 -0.32897 1.67752 0.05 0.15 0.05
H 4.74617 -0.36592 2.48060 0.00 -0.06 0.05
H -6.38269 0.85968 -0.90673 -0.23 -0.07 0.01
H 5.08333 2.42323 1.25387 -0.11 -0.07 0.05
H 5.84161 0.01463 1.14473 0.10 -0.03 -0.05
H 3.17347 -1.76614 0.66342 -0.11 -0.03 0.02
H 6.11119 0.72531 2.74498 0.10 0.01 0.08
H 0.44604 -1.14476 0.88424 -0.03 -0.08 -0.03
```
Positions in Å, forces in eV/Å.

***

No. 5
DFT (wB97M-V/def2-TZVPD) results for 2 unconnected molecules or ions with the total composition C8H16N2O3S2 at a distorted geometry.

HOMO-LUMO gap in eV: 8.55
ΔE to the lowest compared entry with this formula, charge and spin in kJ/mol: 808.1

```
31
Properties=species:S:1:pos:R:3:forces:R:3
S -3.04172 0.17234 -1.15188 -1.16 -0.91 -1.21
S -0.02193 0.23553 3.73156 1.45 -1.44 2.54
O 2.74122 0.72943 -2.04375 5.46 0.03 -2.83
O 0.94131 -1.52400 -1.12015 0.46 1.54 -0.69
O 3.65386 1.39097 0.14859 -4.89 -3.85 -6.64
N -0.42560 -2.50282 -3.02755 -0.67 -0.16 -4.69
N 0.18673 0.59987 -1.13482 -1.05 1.06 0.14
C -1.66076 0.51834 4.32663 -1.66 2.50 1.05
C 1.18108 0.62191 1.28577 -2.72 -4.90 1.82
C -0.14241 0.92645 2.19404 -1.71 0.98 -5.71
C 2.66964 0.85434 -0.80540 2.87 5.17 9.28
C -2.09920 -1.45623 -1.27189 -2.26 -2.28 1.22
C 1.26780 0.95996 -0.23584 -1.75 1.99 2.08
C 0.17876 -0.66291 -1.57924 -1.83 -2.89 0.52
C -1.05440 -1.35790 -2.44264 2.43 3.30 1.07
H 2.07780 0.86714 1.74304 1.52 1.39 0.78
H -1.66255 -1.47396 -0.19689 -0.23 -0.02 -1.97
H -2.31020 0.23678 3.43941 0.07 0.16 1.63
H -0.66130 1.26747 -1.14467 1.89 -1.95 -0.53
H -0.45667 2.00328 2.24295 0.44 -0.71 -0.14
H -1.81469 1.67533 4.58323 0.24 -2.21 -0.97
H -2.84163 -2.51535 -1.21245 2.07 3.32 -0.73
H 3.82053 0.89462 -2.23133 -3.77 -0.61 0.36
H -4.02189 0.14196 -2.21820 1.64 -0.30 1.44
H 0.59270 -2.70512 -2.65677 -2.51 1.06 -1.30
H 0.98591 2.04869 -0.08751 1.39 -0.53 -0.69
H -1.33594 -0.57430 -3.22651 -0.29 -1.29 1.24
H -0.63287 -2.17847 -4.41648 1.66 -1.78 5.33
H -1.05687 0.36896 1.54503 2.05 1.41 1.61
H -1.89654 0.08796 5.37234 0.48 -0.11 -2.13
H 1.17044 -0.54504 1.62032 0.36 2.04 -1.87
```
Positions in Å, forces in eV/Å.

***

No. 6
DFT (wB97M-V/def2-TZVPD) results for a single C5H8O molecule.

SMILES: CC#CCOC
HOMO-LUMO gap in eV: 10.56
ΔE to the lowest compared entry with this formula, charge and spin in kJ/mol: 237.6

```
14
Properties=species:S:1:pos:R:3:forces:R:3
O -1.74360 -1.08081 0.15382 -0.02 -0.08 0.02
C 2.56047 0.87331 0.56080 0.06 0.04 0.04
C -2.19119 0.25623 0.19359 -0.13 0.27 0.06
C 0.52678 -0.57641 -0.37186 0.39 0.31 0.19
C 1.45593 0.07211 0.03843 -0.39 -0.30 -0.21
C -0.69862 -1.29041 -0.76788 0.18 -0.10 -0.16
H -0.99257 -0.98057 -1.78438 0.01 -0.05 0.16
H -2.96406 0.44123 -0.56633 0.11 -0.05 0.07
H -1.36832 0.96692 0.04101 -0.10 -0.13 0.07
H 2.87631 0.50023 1.54057 -0.03 0.07 -0.16
H -0.51733 -2.36939 -0.78512 -0.03 0.16 -0.02
H 3.42245 0.84544 -0.11313 -0.13 0.00 0.10
H 2.24668 1.91650 0.67383 0.09 -0.15 -0.01
H -2.61292 0.42564 1.18664 -0.03 0.00 -0.15
```
Positions in Å, forces in eV/Å.

***

Question: Among the records above, which one has the highest ΔE to the lowest compared entry with this formula, charge and spin?
Answer: C8H16N2O3S2

***

Please write out number 3 again, unchanged.
DFT (wB97M-V/def2-TZVPD) results for a molecular structure, C3H4HgLiO4 at a distorted geometry.

HOMO-LUMO gap (alpha / beta) in eV: 4.83 / 5.17
Multiplicity: 3
Total charge: -1
ΔE to the lowest compared entry with this formula, charge and spin in kJ/mol: 0.0

```
13
Properties=species:S:1:pos:R:3:forces:R:3
Hg -3.97011 -0.03863 1.64666 -0.66 0.09 1.18
O -2.55053 -0.03619 -0.07985 1.57 -0.10 -1.66
O 1.03535 0.71557 0.17249 -2.01 0.01 1.60
O 3.28728 0.24325 -0.77263 0.55 1.96 0.05
O 1.89976 -1.34813 -1.00344 -2.00 -1.33 -0.40
C -0.28269 0.50639 0.59580 2.42 0.99 1.43
C 2.15734 -0.12994 -1.18089 2.29 -1.90 0.79
C -1.24669 0.02254 -0.49497 -0.88 -0.75 -1.83
Li 2.67952 -0.87959 0.85710 -0.62 0.89 -1.68
H -1.09883 0.70596 -1.36618 -0.24 -0.07 0.62
H -0.85782 -0.97802 -0.81025 -0.22 0.43 0.38
H -0.36306 -0.23321 1.42114 -0.03 -0.06 -0.18
H -0.68953 1.44999 1.01502 -0.16 -0.17 -0.30
```
Positions in Å, forces in eV/Å.